Computed, not measured: a cluster of 16 separate species, H33O16 in total at a distorted geometry, with ωB97M-V with the def2-TZVPD basis set.

XYZ file:
```
49
H33O16 ωB97M-V with the def2-TZVPD basis set
O -1.27 4.73 -0.51
H -0.74 3.97 -0.70
H -1.93 4.49 0.13
O -4.33 -0.21 1.31
H -4.60 0.01 2.19
H -4.88 -0.77 0.77
O -0.65 -4.01 -0.49
H -1.53 -3.62 -0.40
H -0.79 -4.36 -1.37
O 1.54 -0.74 2.01
H 2.30 -1.41 2.27
H 1.77 -0.05 1.21
O 1.23 1.09 -1.74
H 1.44 0.09 -1.75
H 2.13 1.35 -2.17
O -2.35 -2.82 -2.27
H -3.25 -2.75 -2.66
H -1.93 -2.02 -1.95
O 3.24 -0.51 -3.43
H 3.91 -1.10 -3.77
H 2.71 -0.53 -4.24
O -0.72 -0.69 3.38
H 0.64 -1.10 1.92
H -1.41 -0.73 2.68
O 3.20 -2.67 2.07
H 0.59 2.82 3.35
O 2.41 -2.56 -1.50
H 1.91 -2.86 -2.24
H 3.33 -2.60 -1.81
O -1.37 0.11 -3.03
H -2.32 0.11 -2.80
H -0.99 0.38 -2.17
O 1.88 3.16 2.26
H 1.76 3.93 1.66
H 2.80 3.21 2.52
O 2.29 1.11 0.60
H 1.93 1.17 -0.36
H 2.02 2.01 0.93
O -0.37 2.68 3.49
H -0.52 1.98 2.84
H 3.02 -3.17 1.27
O -1.25 -0.17 -0.18
H -1.68 0.72 -0.18
H -2.09 -0.58 -0.06
O -3.17 1.92 -0.97
H -2.58 2.51 -1.44
H -3.78 1.63 -1.65
H -1.06 -0.08 4.04
H 3.51 -3.06 2.89
```

Total charge = +1
Largest force on an atom = 3.9 eV/A
HOMO-LUMO gap = 10.7202 eV
Multiplicity = 1
ΔE to the lowest compared entry with this formula, charge and spin = 77.4 kcal/mol

---

Computed, not measured: a structure of composition C39H33F6N3O6S4Sb2Sn, with ωB97M-V with the def2-TZVPD basis set.

XYZ file:
```
94
C39H33F6N3O6S4Sb2Sn ωB97M-V with the def2-TZVPD basis set
Sn -0.47 0.91 1.01
C -1.22 -1.49 -3.10
C -1.07 -2.98 -2.79
C -0.52 -3.30 -1.40
Sb 1.53 -3.47 -0.73
C 2.11 -4.90 -2.24
C 2.59 -6.15 -1.84
C 2.99 -7.10 -2.78
C 2.92 -6.81 -4.13
C 2.45 -5.57 -4.54
C 2.05 -4.62 -3.61
C 2.68 -1.85 -1.58
C 3.81 -2.11 -2.35
C 4.62 -1.07 -2.78
C 4.32 0.24 -2.45
C 3.21 0.51 -1.66
C 2.41 -0.53 -1.22
Sb 0.46 -0.65 -4.16
C 0.74 1.38 -3.61
C 1.82 2.00 -4.25
C 2.22 3.28 -3.89
C 1.57 3.95 -2.86
C 0.51 3.34 -2.21
C 0.09 2.07 -2.59
C -0.59 -0.34 -6.01
C -0.71 -1.41 -6.90
C -1.36 -1.26 -8.11
C -1.89 -0.03 -8.47
C -1.78 1.04 -7.60
C -1.13 0.89 -6.38
H -1.44 -0.92 -2.20
H -2.04 -1.31 -3.78
H -0.51 -3.50 -3.58
H -2.07 -3.41 -2.81
H -0.83 -4.32 -1.13
H -0.97 -2.65 -0.65
H 2.65 -6.39 -0.79
H 3.36 -8.06 -2.44
H 3.23 -7.54 -4.86
H 2.40 -5.33 -5.60
H 1.72 -3.65 -3.94
H 4.06 -3.12 -2.64
H 5.49 -1.29 -3.40
H 4.94 1.05 -2.80
H 2.96 1.53 -1.40
H 1.55 -0.32 -0.61
H 2.37 1.48 -5.02
H 3.06 3.75 -4.40
H 1.89 4.94 -2.56
H -0.01 3.86 -1.41
H -0.77 1.63 -2.11
H -0.28 -2.37 -6.64
H -1.45 -2.11 -8.79
H -2.40 0.09 -9.42
H -2.20 2.00 -7.86
H -1.09 1.72 -5.68
O -0.79 -2.93 1.95
C -0.11 -1.93 2.12
O 0.19 -1.11 1.14
C 0.50 -1.64 3.46
C 0.83 -2.77 4.21
C 1.48 -2.68 5.43
C 1.82 -1.42 5.91
C 1.49 -0.29 5.19
C 0.82 -0.37 3.96
S 0.40 1.21 3.28
H 0.55 -3.73 3.80
H 1.73 -3.57 5.98
H 2.34 -1.32 6.85
H 1.73 0.69 5.58
C -3.75 -1.94 0.45
C -3.13 -0.93 1.30
N -2.60 -0.17 1.98
H -3.88 -1.52 -0.55
H -4.73 -2.20 0.85
H -3.09 -2.81 0.46
S -5.08 0.16 -2.15
C -3.71 0.72 -2.92
N -2.73 1.07 -3.44
F 2.49 2.95 0.91
C 2.44 4.01 1.73
F 2.88 3.62 2.93
F 3.29 4.92 1.26
S 0.69 4.68 1.79
O -0.11 3.55 1.40
O 0.73 5.80 0.90
N 0.38 5.01 3.28
S 1.00 6.21 4.09
O 0.04 7.25 4.37
O 2.33 6.58 3.70
C 1.20 5.36 5.72
F 1.94 4.26 5.61
F 1.81 6.19 6.57
F 0.02 5.02 6.25
```

Total charge = -2
Largest force on an atom = 0.5 eV/A
HOMO-LUMO gap = 6.9014 eV
Multiplicity = 1
ΔE to the lowest compared entry with this formula, charge and spin = 9.9 kcal/mol

---

Computed, not measured: a cluster of 2 separate species, C4H16O4Si3 in total at a distorted geometry, with ωB97M-V with the def2-TZVPD basis set.

XYZ file:
```
27
C4H16O4Si3 ωB97M-V with the def2-TZVPD basis set
C 3.51 -0.82 -1.17
C -2.29 -1.85 1.63
C -0.35 -1.86 -1.03
C -0.33 3.14 -0.60
O 3.48 1.06 1.15
O 0.56 -1.36 1.65
O -3.01 2.01 -0.37
O -0.95 0.43 0.26
Si 2.80 0.65 -0.12
Si -0.74 -1.12 0.72
Si -1.51 2.01 0.30
H 3.29 -0.99 -2.26
H 4.57 -0.96 -0.96
H 2.82 -1.61 -0.53
H -2.30 -1.49 2.64
H -3.24 -1.50 1.14
H -2.11 -2.98 1.61
H -1.34 -2.22 -1.47
H 0.25 -1.11 -1.59
H 0.35 -2.78 -0.84
H 0.63 2.58 -0.60
H -0.76 3.25 -1.60
H -0.26 4.18 -0.18
H -1.83 2.45 1.64
H 0.47 -1.76 2.50
H -3.19 1.58 -1.23
H 1.49 1.07 -0.66
```

SMILES string = C[Si@@H](O)O[Si](C)(C)O.C[SiH]=O
Largest force on an atom = 2.8 eV/A
HOMO-LUMO gap = 10.3379 eV
Multiplicity = 1
ΔE to the lowest compared entry with this formula, charge and spin = 21.1 kcal/mol

---

| no. | DFT total energy (hartree) |
| --- | --- |
| 1 | -1223.35246 |
| 2 | -5008.53054 |
| 3 | -1331.62587 |